No. 1
ClH4N2OP | ωB97M-V/def2-TZVPD

XYZ file:
```
9
Properties=species:S:1:pos:R:3
N -0.0474 -0.1079 -1.3908
P -0.8654 -0.7140 0.0468
N 0.1054 -0.3726 1.2842
O -1.2609 -2.0927 -0.1364
Cl -2.4204 0.7758 0.1218
H -0.6885 -0.6023 -1.9955
H -0.2350 0.8276 -1.4027
H 0.4456 0.6012 1.3733
H -0.3975 -0.8819 2.0897
```

- calculated total energy (eV) = -26906.014
- SMILES = NP(N)(=O)Cl
- HOMO level (eV) = -10.90
- E_LUMO (hartree) = 0.01726
- frontier orbital gap (eV) = 11.37

***

No. 2
C4H12NO | ωB97M-V/def2-TZVPD

XYZ file:
```
18
Properties=species:S:1:pos:R:3
C -1.5716 -1.1539 -0.0525
C 1.1555 1.4675 -0.4742
C -1.1194 0.2225 -0.5218
C 0.0668 0.7247 0.1833
N 0.1426 0.6163 1.4725
O 1.2444 -1.1576 -0.2040
H -0.7942 -1.6759 0.4507
H -2.2684 -0.9679 0.8217
H -2.0448 -1.7169 -0.7576
H 1.0104 1.4215 -1.5374
H 2.1988 1.2263 -0.2298
H 1.0745 2.5577 -0.1942
H -0.6270 0.0201 -1.5119
H -1.7602 0.9896 -0.5755
H 0.9795 0.5025 2.0392
H -0.6774 0.1426 1.9136
H 1.4994 -1.2797 -1.1656
H 1.4912 -1.9391 0.3436
```

- calculated total energy (eV) = -7872.747
- HOMO level (eV) = -15.96
- E_LUMO (hartree) = -0.14605
- net charge = +1
- frontier orbital gap (eV) = 11.98

***

No. 3
C6H10IN3 | ωB97M-V/def2-TZVPD

XYZ file:
```
20
Properties=species:S:1:pos:R:3
C 1.6321 3.6187 -0.6596
C 0.3859 1.8426 -0.3151
C -1.6694 -1.3686 -0.0990
C 0.9282 -1.3818 -0.1038
C -0.1948 0.6787 0.3078
C -0.3990 -0.6246 -0.3849
N 1.5360 2.9788 -1.7784
N 0.7356 1.9335 -1.5918
N 0.8509 2.9460 0.3657
I -2.4926 2.1416 0.9399
H 2.1445 4.5283 -0.4899
H -1.6105 -1.7412 0.9566
H -1.6941 -2.1256 -0.9732
H -2.4987 -0.8327 -0.3086
H 1.0003 -1.6554 1.0003
H 1.6219 -0.6295 -0.4372
H 0.8801 -2.4519 -0.5848
H -0.0874 0.5807 1.3017
H -0.5189 -0.3070 -1.3860
H 0.6433 3.0292 1.4125
```

- calculated total energy (eV) = -18952.527
- HOMO level (eV) = -8.79
- E_LUMO (hartree) = -0.06497
- frontier orbital gap (eV) = 7.03

***

No. 4
C24H45F3N4O8 | ωB97M-V/def2-TZVPD

XYZ file:
```
84
Properties=species:S:1:pos:R:3
C -3.4808 3.7462 -3.6055
C -4.0808 3.3676 -4.8705
N -4.7002 3.0742 -5.8955
H -4.2441 4.2488 -3.0116
H -2.6009 4.3873 -3.6597
H -3.2719 2.7976 -3.1109
C -1.1292 1.6307 1.0789
C -1.9423 1.3051 -0.1800
N -2.5544 0.9271 -1.0781
H -0.9400 2.7038 1.1063
H -0.2548 0.9805 1.0511
H -1.7037 1.2066 1.9024
C 3.2939 2.6606 2.2735
C 2.1661 3.5509 2.0579
N 1.2965 4.2421 1.8232
H 3.0334 1.6070 2.1727
H 3.8473 2.7112 3.2112
H 3.9913 2.8863 1.4668
C -4.5334 1.0141 4.1959
C -3.3869 1.9633 4.1337
N -2.5041 2.6709 4.1275
H -5.2650 1.1920 3.4077
H -5.0845 0.9616 5.1349
H -4.2263 -0.0316 4.2148
C 0.7085 2.9873 -2.2289
O 0.9298 1.7244 -2.5676
C 1.7566 1.4409 -3.6937
C 1.9089 -0.1172 -3.8640
O 0.8164 -0.7739 -4.4223
C -0.3991 -0.6542 -3.7141
C -1.3753 -1.7139 -4.2708
O -1.6188 -1.5770 -5.6883
C -2.6518 -0.6307 -6.0280
H 0.0232 3.5696 -2.8448
H 1.6291 3.5335 -2.0234
H 0.1100 2.9707 -1.3181
H 2.7441 1.8785 -3.5478
H 1.2859 1.8328 -4.5953
H 2.1871 -0.4533 -2.8652
H 2.7353 -0.0829 -4.5740
H -0.8679 0.3261 -3.8009
H -0.2908 -0.9436 -2.6688
H -2.2141 -1.8727 -3.5931
H -0.8683 -2.6784 -4.2959
H -3.6190 -0.8253 -5.5645
H -2.6757 -0.7579 -7.1103
H -2.3760 0.4229 -5.9842
C -1.4832 -4.0046 0.8494
O -2.3288 -4.0733 2.0397
C -2.6172 -2.8018 2.7185
C -1.3818 -1.9364 3.0293
O -1.6434 -1.0901 4.1095
C -0.6420 -0.1563 4.2825
C 0.8456 -0.6263 4.5751
O 1.7069 0.4422 4.8465
C 2.9939 -0.0064 5.2265
H -1.3679 -4.9945 0.4079
H -0.4932 -3.7038 1.1921
H -1.7851 -3.3017 0.0729
H -3.1368 -3.1366 3.6163
H -3.2338 -2.1983 2.0524
H -1.2349 -1.4673 2.0564
H -0.5174 -2.5749 3.2117
H -0.9069 0.5040 5.1082
H -0.5520 0.4263 3.3657
H 1.2423 -1.1720 3.7190
H 0.7265 -1.2076 5.4894
H 3.1248 -0.4798 6.1996
H 3.5484 0.9321 5.2238
H 3.4860 -0.6263 4.4772
C 3.4834 -4.1393 -0.2173
C 2.6307 -2.9892 -0.5411
O 3.4603 -1.8143 -0.7296
C 2.8892 -0.6692 -0.3150
O 1.6930 -0.4744 0.0246
C 3.9348 0.5018 -0.3278
F 4.6374 0.3214 0.7662
F 4.7547 0.3939 -1.4235
F 3.2640 1.7156 -0.3939
H 4.0654 -3.7324 0.6096
H 4.2904 -4.3270 -0.9256
H 2.9876 -5.0502 0.1182
H 1.9122 -2.8045 0.2575
H 2.0438 -3.0887 -1.4542
```

- 2S+1 = 2
- calculated total energy (eV) = -56103.478
- ⟨S²⟩ = 0.75
- HOMO level (alpha / beta) (eV) = -0.37 / -5.41
- E_LUMO (alpha / beta) (hartree) = 0.08317 / 0.08314
- net charge = -1
- frontier orbital gap (alpha / beta) (eV) = 2.63 / 7.67

***

No. 5
C22H29Cl2F3O18 | ωB97M-V/def2-TZVPD

XYZ file:
```
74
Properties=species:S:1:pos:R:3
O -1.6878 0.8984 -2.4788
C -1.2305 1.3771 -1.4592
O -1.9278 1.7222 -0.5440
C -1.1824 2.4024 0.4392
C 0.1656 1.7428 0.2296
F 0.1288 0.5338 0.8105
O -0.0016 1.6584 -1.1873
H -1.1185 3.4840 0.3205
H -1.3879 2.2182 1.4936
H 1.0416 2.2561 0.6262
O 1.2029 -5.3622 3.2307
C 1.3582 -4.4233 2.5094
O 1.5466 -4.3577 1.1842
C 1.7528 -3.0324 0.8369
C 1.6829 -2.1462 2.0894
F 0.5317 -1.5752 2.3532
O 1.6372 -3.2154 3.0353
H 2.7491 -2.9639 0.4002
H 1.0806 -2.7557 0.0247
H 2.4819 -1.4604 2.3710
O 0.9593 7.4624 -4.9692
C 0.9303 6.3122 -4.4714
O -0.2102 5.5227 -4.3412
C 0.0850 4.2812 -3.7227
C 1.5592 4.2726 -3.7844
F 1.9627 3.5072 -4.8181
O 2.0689 5.5724 -4.0979
H -0.4339 4.1430 -2.7741
H -0.3033 3.4354 -4.2900
H 2.0246 4.0293 -2.8293
C -4.0819 -1.3359 4.5546
C -2.6860 -0.6069 4.5053
C -2.6741 0.3364 3.2902
O -2.2042 1.5165 3.8958
C -2.1537 1.3627 5.2448
O -1.6915 2.1460 6.0246
O -2.6902 0.2036 5.6208
H -4.3300 -1.7922 3.5963
H -4.8373 -0.5645 4.7047
H -4.0903 -2.1289 5.3023
H -1.8729 -1.3241 4.6177
H -3.7217 0.5311 3.0604
H -2.0918 0.0478 2.4152
C -2.7750 -1.4849 -0.6925
C -3.0060 -2.7261 0.1724
C -2.1585 -3.9848 -0.1513
O -2.0843 -4.5388 1.1018
C -2.1108 -3.5702 1.9946
O -1.9528 -3.7345 3.1902
O -2.4391 -2.4053 1.3949
H -1.8462 -1.6057 -1.2501
H -2.8727 -0.5708 -0.1068
H -3.5116 -1.4572 -1.4954
H -4.0794 -2.8856 0.2747
H -1.1464 -3.8000 -0.5114
H -2.7563 -4.6363 -0.7887
C 4.5425 1.9073 -2.1550
C 3.7986 0.9350 -1.2925
C 4.2395 -0.4883 -1.4971
O 4.8758 -0.8401 -0.2502
C 4.6303 0.2162 0.6591
O 4.8386 0.2188 1.8833
O 3.8639 1.1757 0.0793
H 4.2262 2.9473 -2.0747
H 4.3278 1.6060 -3.1803
H 5.6139 1.9902 -1.9722
H 2.7964 1.0991 -1.6884
H 5.0012 -0.5390 -2.2751
H 3.3891 -1.1199 -1.7539
Cl 0.6293 -1.2679 -2.7313
C -0.3758 -0.9995 -4.1659
Cl -1.5622 -2.3427 -4.3188
H -0.6869 0.0266 -4.3617
H 0.2503 -1.0555 -5.0564
```

- calculated total energy (eV) = -93334.115
- SMILES = O=C1OC[C@@H](F)O1.O=C1OC[C@@H](F)O1.O=C1OC[C@@H](F)O1.C[C@H]1COC(=O)O1.C[C@H]1COC(=O)O1.C[C@H]1COC(=O)O1.ClCCl
- HOMO level (eV) = -10.76
- E_LUMO (hartree) = -0.01065
- frontier orbital gap (eV) = 10.47

***

No. 6
C69H173N11O23 | ωB97M-V/def2-TZVPD

XYZ file:
```
276
Properties=species:S:1:pos:R:3
C -3.0154 1.1701 4.5251
O -1.6182 1.5291 4.7285
C -1.1411 2.6655 4.0696
C -0.9875 3.8454 5.0302
N -2.2903 4.2670 5.5915
C -2.2377 5.2944 6.6480
C -2.1274 4.5712 8.0138
O -3.2854 3.7900 8.3267
C -4.2039 4.3243 9.1979
H -3.6764 2.0365 4.5494
H -3.5260 0.4902 5.2071
H -3.1444 0.7708 3.5191
H -1.8658 2.9103 3.2931
H -0.2269 2.3991 3.5391
H -0.5767 4.6457 4.4147
H -0.2426 3.7426 5.8193
H -2.7592 3.4657 5.9893
H -3.2010 5.8039 6.6718
H -1.4382 5.9879 6.3872
H -1.8985 5.2249 8.8555
H -1.3187 3.8406 8.0320
H -3.6971 4.5439 10.1376
H -5.1015 3.7411 9.4034
H -4.4920 5.2521 8.7036
C -0.9311 4.3887 -2.4504
O -0.8534 5.3495 -3.4522
C 0.4368 6.0373 -3.4882
C 1.6737 5.1298 -3.8445
N 2.2556 4.5380 -2.6648
C 3.4953 3.8285 -2.9459
C 4.4439 3.4385 -1.6995
O 4.9719 4.5757 -1.0454
C 5.9046 4.0578 -0.0947
H -1.9752 4.1502 -2.2479
H -0.4556 4.7276 -1.5300
H -0.4395 3.4385 -2.6592
H 0.5999 6.6084 -2.5742
H 0.4698 6.7796 -4.2856
H 2.3855 5.7704 -4.3653
H 1.3621 4.3473 -4.5363
H 2.3801 5.2208 -1.9310
H 4.0974 4.4175 -3.6378
H 3.2539 2.9481 -3.5414
H 5.2282 2.7350 -1.9790
H 3.8461 2.8894 -0.9721
H 6.1742 4.7949 0.6617
H 6.7951 3.7570 -0.6465
H 5.5337 3.2269 0.5054
C -2.9903 -4.5611 7.5588
O -2.8373 -3.5019 6.5921
C -1.7379 -3.7353 5.7311
C -1.7878 -2.5608 4.8084
N -0.6326 -2.5439 3.9061
C -0.4504 -1.2403 3.2759
C 0.8497 -1.1114 2.4450
O 1.9910 -1.0679 3.2892
C 3.2291 -0.9310 2.4977
H -2.9832 -5.5712 7.1491
H -3.8552 -4.3505 8.1880
H -2.2061 -4.5299 8.3153
H -1.8341 -4.6917 5.2172
H -0.7857 -3.6612 6.2563
H -1.6859 -1.7200 5.4945
H -2.6896 -2.5077 4.1985
H 0.1915 -2.5883 4.4884
H -0.3186 -0.4308 3.9938
H -1.3207 -0.8986 2.7156
H 0.7905 -0.1795 1.8827
H 0.9074 -1.9181 1.7142
H 4.0188 -1.1419 3.2188
H 3.2850 0.0614 2.0506
H 3.4543 -1.6888 1.7473
C -5.5171 -4.5346 -2.2731
O -4.3303 -5.2841 -2.1715
C -3.7116 -5.3502 -3.4416
C -2.8839 -4.0967 -3.6874
N -2.0535 -4.1399 -4.9025
C -1.2819 -2.9726 -5.1186
C -2.1130 -1.7244 -5.5528
O -2.8274 -1.1638 -4.4709
C -2.0009 -0.7107 -3.4253
H -6.0062 -4.6764 -1.3094
H -6.2887 -4.9761 -2.9039
H -5.4492 -3.4716 -2.5044
H -4.3860 -5.5770 -4.2674
H -3.1489 -6.2837 -3.4482
H -2.3266 -3.9622 -2.7603
H -3.5771 -3.2677 -3.8296
H -1.4306 -4.9332 -4.9554
H -0.6159 -3.2194 -5.9454
H -0.6003 -2.8154 -4.2826
H -2.8340 -2.0003 -6.3224
H -1.5298 -0.8931 -5.9489
H -1.4079 -1.4770 -2.9260
H -2.7240 -0.2817 -2.7316
H -1.3128 0.1011 -3.6609
C -5.1941 -4.8596 4.0431
O -5.8397 -3.8602 3.2991
C -5.2164 -3.7145 2.0168
C -5.5049 -2.3741 1.3891
N -6.9070 -2.2763 0.9702
C -7.1210 -1.0618 0.1529
C -7.2342 0.2308 0.9861
O -5.9603 0.7341 1.4029
C -6.0559 2.0096 2.0433
H -5.6233 -4.9641 5.0396
H -4.1613 -4.5988 4.2742
H -5.3396 -5.8514 3.6152
H -5.4762 -4.5076 1.3156
H -4.1442 -3.8601 2.1483
H -4.7992 -2.3507 0.5587
H -5.1889 -1.5146 1.9804
H -7.3792 -2.0853 1.8423
H -8.0560 -1.2397 -0.3784
H -6.3809 -0.8954 -0.6298
H -7.7850 0.0825 1.9149
H -7.7873 1.0089 0.4601
H -6.3559 2.8915 1.4773
H -5.0404 2.0661 2.4353
H -6.6508 1.8999 2.9500
C 1.4708 -0.3263 -5.3895
O 2.1721 -1.5366 -5.4121
C 3.4344 -1.4323 -6.0609
C 4.2937 -2.6780 -5.8545
N 5.0149 -2.6623 -4.5619
C 5.8214 -3.8873 -4.3371
C 6.1215 -4.0012 -2.8212
O 4.9374 -4.2933 -2.0638
C 4.6415 -5.6664 -2.1947
H 0.5384 -0.5791 -4.8848
H 1.2182 0.0934 -6.3632
H 1.9929 0.4959 -4.9001
H 3.9711 -0.5566 -5.6962
H 3.2973 -1.2705 -7.1301
H 5.0210 -2.6416 -6.6656
H 3.6813 -3.5773 -5.9207
H 4.3424 -2.5025 -3.8254
H 6.6728 -3.8381 -5.0160
H 5.2532 -4.7254 -4.7408
H 6.6145 -3.1068 -2.4403
H 6.8881 -4.7537 -2.6366
H 5.3875 -6.3696 -1.8244
H 4.3119 -5.9239 -3.2012
H 3.7348 -5.8704 -1.6252
C 3.1914 2.8783 1.9748
O 3.2719 4.2910 1.7651
C 2.1389 4.8035 1.1567
C 2.4058 6.3416 0.8675
N 2.8854 6.4670 -0.5445
C 3.3261 7.8816 -0.7846
C 3.3496 8.1876 -2.3287
O 4.1687 9.3468 -2.5469
C 4.3054 9.5830 -3.9550
H 2.2753 2.5860 2.4880
H 3.9771 2.4674 2.6088
H 3.2749 2.3965 1.0007
H 1.2200 4.6788 1.7297
H 1.8521 4.3103 0.2279
H 3.1367 6.7094 1.5877
H 1.4933 6.9333 0.9404
H 3.6438 5.8185 -0.7002
H 4.3188 8.0497 -0.3669
H 2.7217 8.6643 -0.3261
H 2.3641 8.3005 -2.7805
H 3.7698 7.3328 -2.8586
H 4.8528 8.7576 -4.4102
H 4.8509 10.5154 -4.1005
H 3.3845 9.6063 -4.5376
C 3.0431 -8.9240 -6.6874
O 2.1327 -7.8651 -6.8916
C 2.2168 -6.8134 -5.9257
C 1.0210 -5.7795 -5.9937
N -0.2611 -6.2816 -5.4629
C -0.9262 -7.1377 -6.4464
C -2.1636 -7.8272 -5.8967
O -1.8966 -8.6837 -4.7960
C -2.9756 -9.5225 -4.2995
H 2.9932 -9.5236 -7.5963
H 2.7908 -9.4541 -5.7691
H 4.0548 -8.5225 -6.6281
H 3.1787 -6.3205 -6.0663
H 2.1437 -7.1462 -4.8903
H 0.9104 -5.3030 -6.9678
H 1.4058 -5.0148 -5.3191
H -0.0908 -6.7635 -4.5918
H -0.2168 -7.8655 -6.8404
H -1.2774 -6.4513 -7.2169
H -2.8563 -8.3887 -6.5236
H -2.7732 -7.0186 -5.4933
H -2.6641 -10.1164 -3.4403
H -3.5245 -10.0539 -5.0769
H -3.7780 -8.8959 -3.9100
C -7.6642 3.6395 7.7350
O -7.3519 4.6079 6.7497
C -6.3649 4.1537 5.8987
C -6.1610 5.1781 4.7616
N -5.0033 4.7513 4.0118
C -4.9111 5.5724 2.8275
C -3.5164 5.2500 2.1745
O -3.3312 6.0913 1.0917
C -1.9793 6.2612 0.6995
H -7.9612 2.7167 7.2366
H -8.5131 3.9057 8.3647
H -6.9593 3.4389 8.5418
H -6.6832 3.2109 5.4539
H -5.4590 3.9265 6.4608
H -5.8888 6.1810 5.0903
H -7.1321 5.1330 4.2685
H -4.1418 4.6537 4.5298
H -4.8514 6.6258 3.1011
H -5.6866 5.5072 2.0643
H -3.4963 4.2007 1.8800
H -2.7650 5.4871 2.9276
H -1.4728 5.3635 0.3449
H -1.4675 6.7564 1.5247
H -1.9517 6.9829 -0.1169
C 5.9634 -0.0382 -2.6472
O 6.0300 0.3684 -1.2794
C 6.4075 -0.7013 -0.3946
C 6.2074 -0.2664 1.0874
N 7.3539 0.6553 1.4679
C 7.0448 1.3150 2.7120
C 8.0849 2.3164 3.0844
O 8.1339 3.2199 1.9967
C 9.1004 4.2539 2.1513
H 6.1527 0.8490 -3.2514
H 4.9815 -0.4183 -2.9292
H 6.6750 -0.8405 -2.8425
H 7.4738 -0.9180 -0.4587
H 5.7378 -1.5196 -0.6592
H 6.1118 -1.1610 1.7028
H 5.3049 0.3446 1.0952
H 7.5182 1.3826 0.7866
H 7.0047 0.5726 3.5091
H 6.0869 1.8288 2.6320
H 9.0477 1.8070 3.1241
H 7.9440 2.7953 4.0534
H 9.1020 4.8635 1.2478
H 10.1172 3.8948 2.3104
H 8.9018 4.8793 3.0217
C -3.0309 0.6461 0.2221
O -1.7887 0.6270 -0.4892
C -0.7840 1.6019 -0.1597
C 0.5337 1.4944 -0.9438
N 1.1338 0.2050 -0.7239
C 2.3269 -0.1657 -1.5022
C 2.3185 -1.7206 -1.5586
O 1.1053 -2.2758 -2.0665
C 1.2308 -3.6606 -2.3787
H -3.7805 -0.0900 -0.0685
H -3.5377 1.6086 0.2914
H -2.7375 0.3431 1.2271
H -0.5930 1.6036 0.9134
H -1.1963 2.5675 -0.4526
H 1.2150 2.2842 -0.6271
H 0.1729 1.7300 -1.9450
H 0.3835 -0.4620 -0.8346
H 3.2059 0.3504 -1.1161
H 2.1919 0.1446 -2.5384
H 2.5192 -2.1027 -0.5577
H 3.1527 -2.0168 -2.1946
H 1.9664 -3.8136 -3.1684
H 0.2748 -4.0062 -2.7720
H 1.4167 -4.2391 -1.4738
C -1.2802 -6.2579 0.5480
C -0.9414 -4.8992 1.0902
C -1.3243 -3.7550 0.1813
O -1.5398 -4.7947 2.3475
H -0.5671 -6.5456 -0.2245
H -2.3242 -6.3052 0.2381
H -1.1442 -7.0160 1.3192
H 0.1235 -4.8118 1.3055
H -0.8939 -2.8026 0.4907
H -2.4073 -3.6878 0.2848
H -1.1665 -4.0082 -0.8671
H -1.1285 -4.0675 2.8204
```

- calculated total energy (eV) = -137823.951
- SMILES = COCCNCCOC.COCCNCCOC.COCCNCCOC.COCCNCCOC.COCCNCCOC.COCCNCCOC.COCCNCCOC.COCCNCCOC.COCCNCCOC.COCCNCCOC.COCCNCCOC.CC(C)O
- HOMO level (eV) = -7.84
- E_LUMO (hartree) = 0.01814
- frontier orbital gap (eV) = 8.34

***

No. 7
C7H10O2 | ωB97M-V/def2-TZVPD

XYZ file:
```
19
Properties=species:S:1:pos:R:3
C -1.7486 -0.3367 1.7784
C -0.8952 0.8826 1.4814
C 0.4378 0.5220 0.8202
C 0.9076 -0.7735 0.2337
C 0.9508 1.0327 -0.6527
C 0.1250 0.1673 -1.7577
C -0.1322 -1.1027 -0.8955
H -1.6947 -0.9997 2.7861
H -2.9257 -0.1967 1.9637
H -1.5848 -1.0647 0.9642
H -1.5481 1.3837 0.8158
H -0.7852 1.5073 2.4683
H 1.3414 0.6584 1.5157
H 0.9474 -1.6997 0.8281
H 1.5025 1.9707 -0.9656
H 0.3450 0.2787 -2.9510
H -0.1104 -1.9358 -1.5844
O 1.9750 -0.2090 -0.4071
O -1.1449 -0.0725 -1.0790
```

- calculated total energy (eV) = -11510.051
- HOMO level (eV) = -9.49
- E_LUMO (hartree) = 0.03745
- frontier orbital gap (eV) = 10.51

***

> calculated total energy of number 3 (C6H10IN3)?

-18952.527 eV

***

> Which value of calculated total energy does entry 2 give?

-7872.747 eV